DFT (ωB97M-V/def2-TZVPD) results for a molecular structure, C7H14BBr2NO2 at a distorted geometry.

Cartesian coordinates (Å):
C -2.553 0.768 -1.542
C -1.108 1.084 -1.942
O -0.332 1.443 -0.814
C 0.637 2.438 -1.113
C 1.726 2.333 -0.045
B 1.272 2.777 1.388
N 1.865 2.065 2.547
C 1.585 0.884 2.597
O 1.481 -0.277 2.484
H -3.124 0.676 -2.472
H -2.615 -0.152 -0.954
H -3.001 1.569 -0.948
H -1.154 1.948 -2.621
H -0.717 0.205 -2.471
H 1.093 2.232 -2.094
H 0.158 3.426 -1.172
H 2.102 1.303 -0.059
H 2.551 2.993 -0.360
H 0.524 3.668 1.631
Br -0.164 -1.958 2.063
C -0.663 -3.462 0.917
C 0.321 -4.593 1.052
Br 1.976 -4.220 0.094
H -0.731 -3.077 -0.095
H -1.650 -3.780 1.250
H -0.071 -5.500 0.598
H 0.593 -4.794 2.083

The total energy comes out at -5653.21796 Eh. The calculation puts the HOMO-LUMO gap at 10.2 eV.